1.
48
Properties=species:S:1:pos:R:3:forces:R:3 method="wB97M-V/def2-TZVPD" lumo_energy_ev=-1.8 max_force_ev_per_a=2.0 e_tot_ev=-32368.756 charge=0 homo_lumo_gap_ev=5.13 spin_multiplicity=1
C -1.1622 6.7209 -1.8430 0.4 -0.4 0.7
O -0.4667 6.2037 -0.6877 -0.3 0.4 -0.5
C 0.0143 4.9325 -0.7052 0.3 -1.1 -0.3
C 0.6945 4.5047 0.4613 -0.5 0.5 -0.6
C 1.2287 3.2315 0.5233 0.0 -0.1 -0.2
C 1.1039 2.3535 -0.5585 0.0 -0.5 -0.1
C 1.7403 0.9624 -0.5007 0.4 0.3 -0.3
C 0.8346 -0.0873 0.0016 -1.7 -0.5 0.9
C -0.1679 -0.6174 -0.8819 0.6 0.8 0.9
O -0.1385 -0.5168 -2.0971 -0.4 -0.3 -0.1
O -1.1694 -1.3636 -0.2913 -0.3 0.0 0.2
C -1.4014 -1.1228 1.1137 0.7 -0.3 -0.3
C -2.0276 0.2521 1.3080 -0.1 -0.1 0.1
C -2.2618 -2.2829 1.6048 0.1 0.4 -0.1
O -0.1604 -1.2334 1.8449 -0.5 0.0 0.1
C 0.8791 -0.4447 1.3988 -0.3 0.8 -1.2
O 1.7816 -0.1487 2.1601 -0.1 -0.4 0.3
C 0.3838 2.7482 -1.6852 0.2 0.0 0.1
C -0.1369 4.0350 -1.7913 -0.1 0.7 0.7
H -1.4265 7.7382 -1.5488 0.0 -0.2 -0.2
H -0.5099 6.7400 -2.7272 -0.1 0.0 0.2
H -2.0703 6.1400 -2.0562 0.2 0.1 0.1
H 0.7791 5.2052 1.2889 0.0 -0.1 -0.1
H 1.7445 2.8941 1.4224 0.0 0.1 -0.2
H 2.0293 0.6650 -1.5164 0.3 0.3 0.1
H 2.5921 0.9954 0.1868 0.1 0.0 -0.4
H -1.3703 1.0502 0.9396 -0.2 -0.2 0.1
H -2.9773 0.2805 0.7625 0.2 0.1 0.1
H -2.2267 0.4023 2.3745 0.1 0.0 -0.2
H -1.7293 -3.2234 1.4322 -0.1 0.1 0.0
H -2.4505 -2.1639 2.6754 0.0 0.0 -0.2
H -3.2091 -2.2925 1.0595 0.1 0.0 0.1
H 0.2255 2.0241 -2.4863 0.1 0.2 0.1
H -0.6665 4.3443 -2.6948 0.2 -0.1 0.3
C 1.4252 -2.7330 -0.2329 1.8 -0.2 -0.8
C 0.7022 -3.3790 -1.2385 -0.4 -0.1 -0.7
C 0.0486 -4.6003 -1.2116 -0.3 0.5 -0.4
C -0.1460 -5.4660 -0.1389 0.0 -0.4 0.5
C 0.4617 -5.4140 1.1083 -0.5 -0.4 -0.3
C 1.3998 -4.4901 1.5612 0.2 0.5 0.5
C 1.8083 -3.2986 0.9829 0.2 0.0 0.6
H 1.9933 -1.8501 -0.5443 -0.3 -0.7 0.1
H 0.6548 -2.8497 -2.1947 0.0 -0.1 0.3
H -0.4199 -4.8930 -2.1588 0.1 0.1 0.4
H -0.8326 -6.3025 -0.3142 0.3 0.3 0.1
H 0.2018 -6.2171 1.8078 0.1 0.3 -0.3
H 1.8561 -4.7098 2.5336 -0.2 0.1 -0.4
H 2.5446 -2.7231 1.5536 -0.3 -0.2 -0.2

2.
60
Properties=species:S:1:pos:R:3:forces:R:3 method="wB97M-V/def2-TZVPD" lumo_energy_ev=-5.1 max_force_ev_per_a=1.5 e_tot_ev=-78906.654 charge=+1 homo_lumo_gap_ev=6.12 spin_multiplicity=1
C 0.8240 -3.6146 1.8701 -0.2 0.2 -0.1
C -0.6405 -3.8419 1.5115 0.3 0.2 0.1
C -1.3530 -2.6376 0.8503 0.1 -0.4 -0.1
C -0.4953 -1.8850 -0.1351 0.5 0.2 -0.3
C -0.2175 -2.4717 -1.3879 0.2 0.2 0.1
C -0.7461 -3.8265 -1.8051 0.6 -0.3 0.0
N 0.3285 -4.8185 -2.0095 -0.4 0.0 0.3
C 0.6217 -1.8087 -2.3041 -0.2 0.5 0.3
O 0.8984 -2.3614 -3.5229 -0.3 -0.3 0.2
C 1.2211 -0.6000 -1.9474 -0.3 -0.4 0.3
C 0.9436 -0.0190 -0.7009 -0.4 -0.2 0.5
C 0.0794 -0.6276 0.2148 -0.2 -0.4 -0.7
C -0.2813 -0.0279 1.5578 0.0 0.0 0.0
O -1.6597 0.2578 1.6588 0.2 0.1 -0.1
C -2.0628 1.5221 1.1209 -0.6 -0.4 0.1
C -3.1848 1.2905 0.1035 0.6 -0.1 -0.1
O -4.0913 2.3576 0.0524 0.1 0.0 -0.1
C -5.0846 2.3021 1.0580 -0.5 0.2 -0.1
C -6.0745 1.1527 0.8772 0.3 -0.3 0.5
C 1.6126 1.2705 -0.4072 0.1 -0.7 -0.5
O 1.1492 2.1899 0.1985 -0.3 0.8 0.6
C 2.9940 1.3878 -0.9912 0.0 0.1 0.0
S 4.1456 2.2736 -0.0272 0.4 -0.3 0.8
O 3.7030 2.1007 1.3608 -0.4 0.1 -0.3
O 5.5111 1.9422 -0.2668 0.0 0.2 -0.4
C 3.9015 4.1030 -0.3976 -0.4 -0.3 0.4
F 4.8852 4.5273 -1.1625 0.3 0.0 -0.2
F 2.7347 4.2066 -1.0242 -0.1 0.2 -0.3
C 3.8255 5.0059 0.8746 0.0 0.3 -0.5
F 2.7155 4.8107 1.5397 -0.2 -0.1 0.2
F 4.8765 4.7892 1.7215 0.1 0.2 -0.4
F 3.9087 6.2570 0.4778 0.0 0.1 0.1
C 3.2481 0.8428 -2.1858 0.7 0.3 0.1
Cl 4.6871 0.9876 -3.0496 0.0 0.0 -0.2
C 2.1308 0.0830 -2.8672 -0.2 -0.1 1.0
O 2.0462 0.1040 -4.0497 0.1 0.0 -1.5
H 1.2147 -4.4427 2.4479 0.1 -0.2 0.0
H 1.4313 -3.4871 0.9780 0.2 0.0 -0.1
H 0.9358 -2.7231 2.4816 0.1 0.2 0.1
H -0.7072 -4.7213 0.8784 -0.1 -0.1 -0.1
H -1.1759 -4.0537 2.4316 -0.2 -0.2 0.1
H -1.7646 -1.9946 1.6118 0.1 0.3 0.1
H -2.2038 -3.0336 0.3084 -0.3 0.0 0.0
H -1.3932 -4.2341 -1.0466 -0.4 0.1 0.1
H -1.3211 -3.7225 -2.7220 -0.1 0.1 -0.1
H 0.3524 -5.1433 -2.9609 0.2 0.1 -0.1
H 1.2327 -4.4552 -1.7579 0.2 0.0 -0.1
H 0.4064 -1.8987 -4.2099 0.2 0.2 -0.1
H 0.2939 0.8600 1.7864 0.2 0.1 -0.1
H -0.0491 -0.7562 2.3264 -0.1 -0.2 0.2
H -1.2266 2.0401 0.6703 0.2 0.2 0.0
H -2.4765 2.1050 1.9402 0.1 0.2 0.1
H -2.7412 1.1967 -0.8863 -0.1 0.0 -0.2
H -3.6526 0.3353 0.3425 -0.2 -0.1 0.1
H -4.6473 2.2736 2.0561 0.2 -0.1 0.1
H -5.6185 3.2440 0.9928 0.0 0.2 -0.1
H -6.0218 0.7332 -0.1213 -0.1 0.1 -0.2
H -5.8593 0.3502 1.5799 0.0 -0.2 0.0
H -7.0881 1.4716 1.0827 -0.2 0.1 -0.1
Ag 4.9786 2.8323 2.9837 0.3 -0.5 0.7